ORCA calculation (ωB97M-V/def2-TZVPD) on C23H47F3N4ORhS2 as an isolated structure.

```
81
Properties=species:S:1:pos:R:3:forces:R:3:lowdin_charge:R:1
Rh 0.79332 0.33038 1.91276 -0.03 -0.13 0.09 0.938
N 0.07292 1.68089 3.65929 -0.01 0.06 0.02 -0.041
C -0.25198 1.05577 4.95136 0.03 -0.04 -0.01 -0.234
C 0.97437 0.42661 5.59590 -0.02 0.00 -0.01 -0.185
C 1.62381 -0.69314 4.79638 0.00 0.02 -0.02 -0.233
N 2.29000 -0.18564 3.56925 0.01 0.01 0.01 -0.082
H 0.79325 2.38643 3.79399 0.01 -0.01 0.00 0.102
H -0.72659 2.19953 3.27003 0.01 0.00 -0.02 0.027
H -1.01398 0.29488 4.77720 0.01 0.00 -0.01 0.106
H -0.68278 1.79173 5.63495 0.00 0.00 0.00 0.125
H 0.68048 0.02078 6.56540 0.00 0.00 -0.01 0.122
H 1.72193 1.20024 5.81046 0.00 0.00 0.00 0.118
H 0.87712 -1.42663 4.48356 0.00 0.00 0.00 0.105
H 2.35378 -1.21081 5.42185 0.00 0.01 0.01 0.120
H 2.92015 -0.89401 3.20526 -0.01 0.00 -0.01 0.051
H 2.86736 0.61913 3.79762 -0.01 0.01 -0.01 0.100
O -1.63590 3.41727 2.20251 0.04 -0.04 0.02 -0.546
S -1.94574 2.84233 0.84569 -0.02 0.01 -0.06 0.907
C -3.77023 2.78669 0.74799 0.00 -0.01 0.01 -0.297
C -4.24784 3.90532 -0.18007 -0.03 -0.03 -0.01 -0.227
C -3.17581 4.98908 -0.14635 0.05 0.02 0.00 -0.231
C -1.86214 4.23627 -0.30704 -0.04 0.03 0.05 -0.329
H -4.06674 2.94836 1.78481 0.00 -0.01 0.00 0.099
H -4.08088 1.78801 0.44564 0.00 0.00 -0.01 0.087
H -5.22445 4.27528 0.13045 0.00 0.01 0.00 0.117
H -4.35198 3.52683 -1.19953 0.00 0.00 0.01 0.113
H -3.18295 5.50677 0.81447 0.00 0.00 0.00 0.119
H -3.31321 5.73212 -0.93155 0.00 0.00 0.00 0.118
H -0.96421 4.79349 -0.04562 0.00 0.01 -0.01 0.086
H -1.75360 3.82021 -1.31214 0.00 -0.01 0.00 0.094
C 1.85273 4.40554 -1.47487 0.00 0.00 0.01 -0.043
C 2.59424 3.06351 -1.40321 -0.01 -0.04 -0.03 -0.623
C 2.50046 2.34368 -2.75793 0.03 -0.01 0.01 -0.044
C 4.06589 3.29526 -1.03606 0.02 0.02 0.00 -0.044
C 1.96899 2.21517 -0.38193 -0.04 0.03 0.01 -0.101
C 1.44757 1.50740 0.47021 0.06 0.10 0.02 -0.156
H 2.33938 5.05149 -2.20717 0.00 0.00 0.00 0.093
H 1.86370 4.91079 -0.50849 0.01 0.00 0.00 0.092
H 0.81608 4.25952 -1.77970 0.00 0.00 0.00 0.071
H 2.94878 2.96609 -3.53386 0.00 0.00 0.00 0.093
H 1.46038 2.15199 -3.02611 0.00 0.01 0.00 0.082
H 3.03628 1.39349 -2.72908 -0.01 0.00 -0.01 0.084
H 4.54083 3.90764 -1.80421 0.00 0.00 0.00 0.091
H 4.60401 2.34993 -0.96520 0.00 0.00 -0.01 0.089
H 4.15264 3.81359 -0.08101 -0.01 0.00 0.00 0.089
C -2.46611 -4.43204 -3.05343 0.00 0.01 0.00 -0.105
C -2.26598 -5.55819 -2.04352 0.00 -0.01 0.00 -0.248
C -1.16450 -5.25400 -1.03031 0.01 0.00 0.01 -0.190
C -1.59121 -4.20427 -0.00248 0.00 0.00 0.01 -0.168
N -0.46505 -3.60078 0.69891 0.00 0.02 -0.02 0.021
C 0.29650 -2.62718 0.20807 0.00 0.01 0.04 -0.756
S 1.53823 -1.97543 1.22584 -0.04 0.02 -0.03 0.686
N 0.10670 -2.21307 -1.03363 0.01 0.00 -0.03 0.047
C 0.77072 -1.08513 -1.69057 -0.01 -0.02 0.01 -0.201
C 0.90475 -1.31862 -3.19058 -0.02 -0.01 0.00 -0.188
C 2.09538 -2.18100 -3.60572 0.00 0.01 0.00 -0.248
C 2.06371 -3.61376 -3.08536 0.00 -0.01 0.00 -0.101
H -3.23553 -4.68341 -3.78247 0.00 0.00 0.00 0.078
H -1.54229 -4.24119 -3.60664 0.00 0.00 0.00 0.065
H -2.77892 -3.49817 -2.57805 0.00 0.00 0.00 0.065
H -2.01111 -6.47513 -2.57671 0.00 0.00 0.00 0.111
H -3.20382 -5.76360 -1.51909 0.00 0.00 0.00 0.113
H -0.27107 -4.90782 -1.55899 0.00 0.00 -0.01 0.093
H -0.86802 -6.15921 -0.49770 0.00 0.00 0.00 0.119
H -2.23459 -4.65409 0.75185 0.00 0.00 0.00 0.136
H -2.18194 -3.40434 -0.45920 0.01 0.00 -0.01 0.113
H -0.30945 -3.81626 1.66955 0.00 -0.01 -0.01 0.126
H -0.64501 -2.63797 -1.55830 0.00 -0.01 0.00 0.119
H 1.74478 -0.94986 -1.22363 0.02 0.00 0.00 0.081
H 0.19131 -0.18136 -1.48861 -0.01 0.00 0.01 0.109
H 0.99489 -0.33938 -3.66526 0.01 0.00 0.00 0.101
H -0.02774 -1.74920 -3.57735 0.01 0.00 0.00 0.113
H 3.01489 -1.69194 -3.26997 0.00 0.00 0.00 0.108
H 2.14185 -2.19654 -4.69673 0.00 0.00 0.00 0.110
H 2.14057 -3.65591 -1.99753 0.00 0.00 0.00 0.064
H 2.89318 -4.19127 -3.49279 0.00 0.00 0.00 0.078
H 1.13883 -4.11735 -3.38010 0.00 0.00 0.00 0.062
F -1.79175 -0.79628 0.81932 -0.02 0.00 0.01 0.026
C -1.29727 -0.44335 2.04005 0.03 -0.02 -0.04 -0.599
F -2.22604 0.39229 2.56920 -0.01 0.00 -0.01 0.025
F -1.36830 -1.57445 2.80607 -0.02 0.01 0.02 0.015
```
Forces are in eV/Å.

Results
⟨S²⟩: 6.024
Gap between HOMO and LUMO (spin up / spin down), Ha: 0.309 / 0.242
HOMO level (spin up / spin down), eV: -10.19 / -11.23
Total charge: +1
Total energy, eV: -65444.710
LUMO level (spin up / spin down), eV: -1.78 / -4.65
2S+1: 5


ORCA calculation (ωB97M-V/def2-TZVPD) on a 7-piece molecular cluster, C23H47N8O8 overall.

```
86
Properties=species:S:1:pos:R:3:forces:R:3:lowdin_charge:R:1
O -3.25938 -3.21813 2.17533 0.52 -0.48 -0.19 0.143
N -2.76251 -3.80380 1.31780 -1.35 -0.46 0.78 0.092
O -2.15920 -2.89378 0.31629 1.06 1.27 -0.18 -0.029
C -1.44861 -1.90615 0.95266 -0.55 -1.01 -0.78 -0.307
C -0.30088 -2.18793 1.64013 0.91 0.50 0.61 0.057
C 0.35929 -1.11738 2.26488 -0.58 -0.47 -0.39 0.046
C -0.19081 0.16503 2.18809 0.53 0.13 0.54 -0.015
C -1.35404 0.36815 1.49382 -0.35 0.58 -0.19 -0.015
N -1.95090 -0.66632 0.87932 0.03 -0.24 0.00 0.193
H 0.08698 -3.20788 1.67560 -0.22 0.13 -0.20 0.110
H 1.28080 -1.33749 2.80346 -0.23 0.30 -0.12 0.125
H 0.28693 1.01574 2.67759 -0.05 -0.21 -0.21 0.087
H -1.85162 1.33535 1.40683 0.18 -0.26 0.16 0.140
H -2.80248 -0.55864 0.33461 0.08 0.16 0.19 0.195
C 0.77426 -5.40202 -0.28910 -0.23 0.07 -0.26 -0.308
O 0.23445 -5.12155 0.78443 0.13 0.15 0.20 -0.050
N 2.05954 -5.76313 -0.40825 -0.16 0.05 0.03 -0.175
C 2.66945 -6.08845 -1.68733 0.13 0.01 0.14 -0.039
C 2.87700 -5.83216 0.79158 -0.25 0.04 0.05 -0.039
H 0.21389 -5.37351 -1.24454 0.72 -0.07 0.58 0.088
H 3.04200 -7.11436 -1.65867 0.06 0.03 -0.08 0.094
H 3.50215 -5.40674 -1.87310 0.03 -0.08 -0.06 0.093
H 1.94721 -5.99510 -2.49000 -0.08 0.02 0.06 0.063
H 2.44309 -6.55045 1.48846 0.09 0.04 0.07 0.094
H 2.90037 -4.85375 1.27465 0.08 -0.06 0.07 0.086
H 3.88911 -6.13660 0.53718 -0.04 0.01 -0.08 0.088
C 2.50906 2.80656 3.98030 0.12 0.03 0.03 -0.332
O 1.61604 2.63847 3.15784 -0.09 -0.11 0.05 -0.031
N 3.65947 2.12501 4.01042 -0.06 0.09 0.11 -0.185
C 4.67924 2.37686 5.01454 0.02 -0.16 -0.19 -0.041
C 3.89611 1.09969 3.00457 -0.19 0.18 -0.07 -0.016
H 2.42906 3.55881 4.78092 0.03 0.00 -0.01 0.130
H 5.60432 2.68082 4.52286 0.04 0.01 0.12 0.096
H 4.85721 1.46524 5.58696 0.09 0.07 0.06 0.094
H 4.36220 3.16607 5.69329 -0.05 -0.01 -0.05 0.087
H 3.85955 1.54577 2.01044 0.00 -0.14 -0.04 0.095
H 3.11660 0.33935 3.06953 0.07 -0.05 -0.08 0.077
H 4.86778 0.63886 3.16134 -0.02 0.05 0.06 0.094
C -1.32799 -5.52406 -2.84246 -0.08 -0.04 -0.22 -0.328
O -0.15170 -5.77347 -3.07156 -0.49 -0.03 -0.45 -0.015
N -2.35272 -5.86701 -3.63309 -0.04 0.11 0.13 -0.187
C -3.72624 -5.53966 -3.29906 0.10 -0.14 -0.21 -0.046
C -2.07790 -6.59102 -4.86535 0.22 0.03 0.09 -0.028
H -1.64346 -4.97986 -1.93511 -0.04 -0.02 0.01 0.131
H -4.30818 -6.45877 -3.21363 -0.11 0.08 0.03 0.095
H -4.15233 -4.91483 -4.08616 -0.12 -0.01 0.07 0.093
H -3.77236 -5.00144 -2.35386 0.07 -0.02 -0.01 0.079
H -1.57512 -7.52969 -4.63132 0.00 0.00 -0.10 0.097
H -1.41989 -5.99525 -5.49855 -0.01 -0.09 -0.06 0.096
H -3.00565 -6.79584 -5.39371 -0.02 0.04 0.08 0.090
C 2.18674 0.57111 -1.83886 0.01 -0.03 -0.04 -0.354
O 2.65840 0.02741 -0.85346 -0.12 0.05 0.12 -0.008
N 1.45091 1.69742 -1.81604 -0.04 -0.21 -0.22 -0.192
C 0.90907 2.29983 -3.02344 0.09 0.14 0.34 -0.050
C 1.19630 2.32387 -0.53375 0.18 -0.09 -0.02 -0.031
H 2.33000 0.16578 -2.85368 0.00 0.03 -0.01 0.134
H 1.29955 3.31132 -3.13099 -0.12 0.01 -0.18 0.074
H -0.18115 2.33908 -2.94857 0.00 0.06 -0.14 0.088
H 1.18448 1.71757 -3.90083 0.04 -0.04 0.06 0.088
H 2.14415 2.58759 -0.06346 -0.11 0.04 0.15 0.093
H 0.67546 1.62146 0.11666 0.06 0.09 0.10 0.060
H 0.59161 3.21946 -0.65962 0.04 -0.02 -0.11 0.094
C -1.86109 3.15138 4.01118 0.13 -0.02 -0.01 -0.343
O -2.81517 2.67538 3.40962 0.03 -0.09 -0.11 -0.015
N -1.95463 4.00929 5.03730 0.09 -0.05 -0.04 -0.191
C -0.77992 4.53649 5.70431 -0.24 0.05 0.07 -0.041
C -3.27325 4.42221 5.49281 -0.03 -0.15 -0.19 -0.032
H -0.81938 2.90564 3.74711 0.02 0.07 0.04 0.111
H -0.80496 4.25750 6.75958 0.11 0.08 0.01 0.095
H -0.77093 5.62465 5.61917 0.12 -0.01 0.08 0.096
H 0.12542 4.13693 5.25116 -0.07 -0.03 -0.07 0.063
H -3.84121 3.54580 5.80650 -0.08 0.08 0.01 0.095
H -3.80719 4.90440 4.67342 -0.08 0.00 0.08 0.095
H -3.18140 5.11475 6.32583 0.08 -0.02 -0.02 0.089
C -0.45073 5.59548 -4.16031 0.00 0.10 0.02 -0.355
O 0.70836 5.28557 -4.36508 -0.07 -0.10 -0.04 0.001
N -1.48517 5.29303 -4.96870 -0.08 0.05 0.18 -0.200
C -2.84499 5.69595 -4.66414 0.14 -0.14 -0.23 -0.057
C -1.22659 4.53973 -6.18473 0.22 0.07 0.12 -0.036
H -0.75239 6.16848 -3.26707 -0.05 0.01 -0.02 0.134
H -3.47673 4.80936 -4.57691 -0.12 0.09 0.02 0.088
H -3.22494 6.33101 -5.46641 -0.13 0.01 0.08 0.092
H -2.87950 6.24963 -3.72769 0.06 -0.01 -0.02 0.083
H -0.77658 3.57876 -5.93023 0.01 -0.01 -0.12 0.086
H -0.52744 5.09149 -6.81384 0.00 -0.10 -0.06 0.097
H -2.15433 4.37557 -6.72771 -0.02 0.05 0.07 0.088
```
Forces are in eV/Å.

Results
Gap between HOMO and LUMO, Ha: 0.276
HOMO level, eV: -10.97
Total charge: +1
Total energy, eV: -52905.810
LUMO level, eV: -3.47
2S+1: 1